Formula: C27H18F15N8O4SSbZr
Source: OMol25
Level of theory: ωB97M-V with the def2-TZVPD basis set

Computed properties:
**Charge**: +1
**Energy above the lowest of the compared OMol25 structures with the same formula, charge and spin**: 0.00 kJ/mol
**Gap between HOMO and LUMO (spin up / spin down)**: 8.56 / 7.23 eV
**HOMO level (spin up / spin down)**: -12.18 / -12.21 eV
**Largest force on an atom**: 0.231 eV Å⁻¹
**Multiplicity**: 2

Geometry (Å):
Zr  -2.004  0.017  0.273
N  0.706  -3.446  0.835
C  0.776  -3.531  -0.538
C  0.076  -2.467  -1.017
N  -0.408  -1.739  0.041
C  -0.022  -2.359  1.139
C  -0.503  -1.847  2.407
N  -1.318  -0.812  2.372
C  -1.666  -0.532  3.669
C  -1.042  -1.418  4.492
N  -0.306  -2.247  3.674
H  1.099  -4.112  1.480
H  1.299  -4.329  -1.033
H  -0.134  -2.187  -2.035
H  -2.340  0.271  3.911
H  -1.056  -1.537  5.560
H  0.269  -3.011  3.990
F  -3.479  -3.247  2.645
C  -3.610  -3.645  1.371
F  -4.372  -4.731  1.341
F  -2.381  -3.990  0.951
C  -4.173  -2.485  0.499
O  -3.208  -1.547  0.339
C  -4.587  -3.025  -0.902
F  -5.732  -3.699  -0.858
F  -3.637  -3.835  -1.385
F  -4.721  -2.012  -1.761
C  -5.402  -1.840  1.214
F  -6.103  -1.101  0.356
F  -6.209  -2.756  1.745
F  -4.977  -1.034  2.192
F  -2.537  1.480  1.393
Sb  -3.624  1.781  -2.473
F  -1.527  0.495  -1.606
F  -1.753  -1.740  -3.831
F  -2.542  3.117  -1.703
F  -5.230  2.708  -2.147
F  -3.871  0.840  -0.759
C  -1.277  -1.178  -5.026
C  -0.090  -0.312  -4.728
C  1.152  -0.896  -4.498
C  2.250  -0.113  -4.191
C  2.102  1.271  -4.109
C  0.865  1.868  -4.334
C  -0.219  1.069  -4.650
C  3.241  2.084  -3.778
N  4.135  2.732  -3.463
H  -1.019  -2.005  -5.686
H  -2.095  -0.606  -5.464
H  1.265  -1.970  -4.588
H  3.224  -0.560  -4.037
H  0.765  2.943  -4.277
H  -1.176  1.529  -4.864
O  6.550  4.803  5.278
S  5.559  3.779  5.298
O  4.214  4.111  5.643
O  5.969  2.407  5.375
C  5.240  3.589  3.086
N  6.236  3.946  2.364
C  6.026  3.767  1.051
C  4.836  3.226  0.582
C  3.870  2.881  1.518
N  4.089  3.083  2.829
C  2.556  2.284  1.175
C  1.485  2.444  2.044
C  0.280  1.850  1.733
N  0.098  1.111  0.630
C  1.124  0.976  -0.218
C  2.363  1.540  0.017
H  6.823  4.062  0.382
H  4.680  3.103  -0.481
H  1.598  3.013  2.955
H  -0.579  1.960  2.379
H  0.941  0.384  -1.106
H  3.168  1.380  -0.685

Mulliken atomic charge list, values in e, 6 entries:
1 Zr 2.15
2 N -0.02
3 C -1.08
4 C -0.40
5 N 0.90
6 C -0.40